Model i:
16
Properties=species:S:1:pos:R:3:lowdin_charge:R:1 method="wB97M-V/def2-TZVPD" homo_energy_ha=-0.2989 total_charge=0
C 1.971 1.420 -0.423 0.0226
C 0.644 1.535 -0.432 -0.2103
C -0.260 0.581 0.206 -0.4195
C -0.247 0.050 1.438 -0.0344
N -2.824 -0.727 0.049 -0.4544
O 0.817 -2.170 -0.818 -0.0574
S -2.115 0.507 -0.587 0.8940
H 2.507 2.198 -0.911 0.0407
H 2.568 0.517 -0.186 0.0770
H 0.242 2.304 -0.994 0.0695
H 0.196 -2.687 -0.233 0.0758
H -0.964 -0.603 1.914 0.0324
H 0.601 0.033 2.249 0.1052
H -3.100 -0.444 0.968 -0.0604
H 1.701 -2.384 -0.649 -0.0040
H -1.739 -0.130 -1.590 -0.0768

=====

Model ii:
16
Properties=species:S:1:pos:R:3:lowdin_charge:R:1 method="wB97M-V/def2-TZVPD" homo_energy_ha="-0.3153 / -0.3201" total_charge=0
C -0.824 -1.268 -0.245 -0.4680
C 0.578 -1.541 -0.426 -0.3053
C 0.345 1.078 0.450 -0.2978
C -0.427 2.089 -0.199 -0.1696
N -1.163 -0.571 0.921 0.0410
O 2.656 -0.161 0.451 -0.5536
S 1.576 0.076 -0.507 0.9140
H -1.303 -0.814 -1.166 0.1294
H -1.433 -2.180 -0.081 0.1279
H 1.135 -2.165 0.402 0.1437
H 0.803 -1.848 -1.422 0.0534
H 0.682 1.069 1.432 0.0524
H -1.326 2.303 0.275 0.0451
H -0.432 1.756 -1.338 0.1099
H 0.107 3.184 -0.337 0.1432
H -0.974 -1.008 1.790 0.0345

=====

Most stable: model i